This record from the Open Molecules 2025 dataset describes C27H79O13S12Tl as an isolated structure. The level of theory is ωB97M-V/def2-TZVPD.

Atoms and positions in Å:
Tl1 -4.452 0.203 -1.467
C1 0.480 1.323 0.422
C2 -0.399 0.336 -0.332
C3 -0.462 -1.033 0.416
O1 -1.640 0.665 -0.645
H1 1.534 1.056 0.283
H2 0.265 1.431 1.486
H3 0.526 2.319 -0.032
H4 0.249 0.140 -1.218
H5 -1.031 -1.824 -0.068
H6 -0.970 -0.916 1.378
H7 0.565 -1.356 0.597
C4 -1.119 2.539 -3.623
S1 -2.191 1.560 -4.728
O2 -3.297 0.992 -3.879
C5 -2.973 2.953 -5.579
H8 -1.852 2.937 -2.912
H9 -0.562 3.339 -4.107
H10 -0.410 1.962 -3.027
H11 -3.643 3.559 -4.972
H12 -3.538 2.498 -6.391
H13 -2.193 3.599 -5.987
C6 2.621 0.554 -3.083
S2 3.482 0.482 -4.709
O3 4.403 1.660 -4.750
C7 2.101 0.898 -5.805
H14 1.707 -0.051 -3.112
H15 2.264 1.564 -2.861
H16 3.303 0.196 -2.316
H17 2.423 0.723 -6.826
H18 1.771 1.910 -5.579
H19 1.276 0.206 -5.605
C8 -1.902 4.355 0.667
S3 -3.681 4.273 0.302
O4 -4.073 2.810 0.134
C9 -4.246 4.873 1.905
H20 -1.709 5.231 1.288
H21 -1.379 4.486 -0.275
H22 -1.616 3.475 1.242
H23 -3.788 4.306 2.718
H24 -5.331 4.878 1.979
H25 -3.925 5.908 2.040
C10 0.228 -6.722 0.665
S4 0.348 -6.124 -1.067
O5 -1.030 -6.296 -1.638
C11 0.578 -4.377 -0.653
H26 -0.358 -5.996 1.231
H27 1.167 -6.917 1.178
H28 -0.334 -7.656 0.704
H29 0.609 -3.770 -1.557
H30 1.534 -4.201 -0.156
H31 -0.214 -4.037 0.017
C12 1.591 1.009 4.460
S5 -0.145 0.569 4.666
O6 -0.248 -0.017 6.052
C13 -0.683 2.319 4.671
H32 1.753 1.322 3.430
H33 2.224 0.173 4.748
H34 1.903 1.833 5.104
H35 -1.739 2.413 4.941
H36 -0.663 2.746 3.662
H37 -0.131 3.009 5.308
C14 -3.972 -4.364 -0.613
S6 -3.135 -3.216 0.543
O7 -3.840 -1.874 0.468
C15 -3.642 -3.947 2.139
H38 -4.999 -4.570 -0.316
H39 -3.330 -5.244 -0.682
H40 -4.024 -3.890 -1.593
H41 -4.706 -4.172 2.076
H42 -3.504 -3.290 2.998
H43 -3.005 -4.818 2.291
C16 -0.812 -1.535 -4.196
S7 -1.584 -2.371 -2.774
O8 -2.966 -1.820 -2.459
C17 -1.809 -3.930 -3.666
H44 -1.505 -1.560 -5.030
H45 0.128 -2.065 -4.336
H46 -0.588 -0.530 -3.837
H47 -2.473 -3.913 -4.535
H48 -2.100 -4.717 -2.974
H49 -0.878 -4.254 -4.143
C18 -3.782 0.421 2.737
S8 -5.563 0.173 2.484
O9 -5.779 0.320 1.005
C19 -6.072 1.783 3.142
H50 -3.590 0.666 3.787
H51 -3.591 1.369 2.228
H52 -3.201 -0.435 2.420
H53 -5.907 1.781 4.221
H54 -7.108 2.014 2.906
H55 -5.470 2.563 2.679
C20 0.874 -2.612 3.812
S9 1.743 -4.208 3.700
O10 2.061 -4.530 2.257
C21 3.309 -3.644 4.384
H56 0.877 -2.176 4.813
H57 -0.152 -2.660 3.448
H58 1.427 -1.910 3.177
H59 3.673 -2.704 3.965
H60 4.035 -4.437 4.220
H61 3.252 -3.474 5.463
C22 5.475 -3.210 0.453
S10 4.568 -2.749 -1.058
O11 5.197 -1.547 -1.728
C23 3.188 -2.011 -0.132
H62 5.553 -2.404 1.185
H63 6.484 -3.533 0.203
H64 4.951 -4.036 0.938
H65 3.622 -1.084 0.250
H66 2.811 -2.697 0.625
H67 2.432 -1.709 -0.859
C24 2.423 5.327 -3.178
S11 2.196 4.304 -1.743
O12 3.560 4.057 -1.166
C25 1.348 5.559 -0.707
H68 2.789 4.812 -4.066
H69 3.185 6.079 -2.960
H70 1.475 5.812 -3.417
H71 1.089 5.206 0.289
H72 0.417 5.751 -1.245
H73 1.971 6.449 -0.639
C26 4.358 2.791 2.543
S12 4.591 1.127 1.877
O13 3.532 0.153 2.294
C27 4.590 1.376 0.074
H74 3.504 3.365 2.179
H75 5.238 3.360 2.242
H76 4.374 2.644 3.620
H77 5.162 2.263 -0.193
H78 3.552 1.495 -0.233
H79 5.096 0.527 -0.387

Force components x, y, z for each atom (eV/Å):
Tl 0.14 -0.06 0.38
C 0.33 0.77 0.15
C 0.35 1.65 0.09
C -0.39 -1.53 0.90
O 0.75 -0.14 0.00
H -0.12 -0.71 0.44
H -0.01 -0.12 0.01
H -0.81 0.02 -0.11
H -0.53 -0.89 -0.69
H 0.28 0.32 -0.52
H 0.11 0.59 -0.05
H 0.09 0.16 -0.22
C -0.53 0.12 0.73
S -0.49 0.73 0.08
O 0.62 -0.08 0.13
C 0.48 -0.05 -0.40
H 0.13 0.27 -0.02
H -0.20 -0.05 -0.31
H -0.10 -0.45 -0.34
H 0.09 -0.32 0.43
H -0.01 0.08 -0.04
H -0.02 -0.12 -0.15
C -0.72 0.18 -0.33
S 0.49 0.69 0.30
O -0.63 -0.64 0.10
C -0.39 -0.54 0.71
H 0.26 -0.40 -0.13
H 0.44 0.21 -0.15
H 0.15 -0.05 -0.11
H 0.13 0.38 -0.04
H 0.17 0.14 -0.29
H 0.06 -0.03 0.02
C -0.44 0.24 0.38
S -0.29 -0.54 -0.36
O 0.57 1.07 0.52
C 0.23 0.12 0.45
H -0.10 0.09 -0.12
H 0.13 -0.37 -0.02
H 0.05 -0.18 -0.29
H -0.15 -0.22 -0.07
H -0.02 -0.28 -0.21
H 0.08 0.01 -0.34
C -0.46 -0.03 0.17
S -0.07 -0.46 0.67
O 0.24 0.49 0.29
C 0.29 0.24 0.10
H 0.14 0.13 0.00
H 0.27 0.41 -0.34
H 0.00 -0.01 -0.60
H -0.26 -0.25 -0.17
H -0.07 -0.51 0.14
H -0.14 -0.07 -0.10
C 0.25 0.34 0.03
S 0.56 0.51 1.43
O -0.24 0.55 -1.27
C -0.91 0.53 -0.28
H 0.13 -0.34 -0.08
H -0.18 -0.26 -0.42
H -0.46 0.03 0.21
H 0.06 -0.45 0.26
H 0.37 -0.40 -0.14
H 0.28 -0.46 0.25
C 0.15 0.31 0.20
S -1.02 0.18 0.03
O 0.48 -0.29 0.03
C 0.01 -0.14 -0.46
H 0.13 -0.12 0.35
H -0.14 -0.17 0.09
H 0.30 0.27 0.17
H 0.06 -0.28 -0.01
H 0.29 0.41 -0.38
H -0.30 -0.23 -0.04
C -0.43 0.17 1.15
S -0.62 -0.48 -0.65
O 0.96 -0.30 -0.48
C 0.17 -0.62 -0.36
H 0.20 0.11 -0.21
H -0.05 -0.07 -0.32
H -0.08 0.12 -0.31
H -0.47 0.65 0.41
H 0.00 0.09 0.05
H 0.32 0.21 0.57
C -0.38 1.03 0.78
S 0.05 0.76 -0.57
O 0.00 -0.45 0.01
C 0.33 0.03 0.35
H -0.18 -0.48 0.13
H 0.31 -0.38 -0.61
H -0.10 0.03 -0.28
H -0.14 0.03 0.01
H -0.11 -0.49 0.03
H 0.19 -0.18 -0.12
C 0.54 0.60 -0.62
S 0.36 -0.12 -0.09
O -0.49 0.67 0.47
C 0.28 0.31 0.58
H -0.01 -0.48 0.20
H 0.00 -0.39 0.05
H 0.02 -0.06 -0.10
H -0.23 -0.11 -0.45
H -0.09 -0.05 -0.14
H -0.33 -0.22 -0.01
C 0.28 0.06 0.12
S 0.17 0.74 0.19
O -0.31 -0.80 0.59
C 0.33 0.30 -0.60
H -0.15 0.26 -0.28
H -0.08 -0.02 -0.25
H -0.13 -0.06 -0.24
H -0.20 -0.36 0.44
H -0.03 0.15 0.16
H -0.11 -0.31 -0.04
C 0.08 0.88 -0.43
S 0.68 -0.31 0.85
O -0.88 0.07 -0.13
C 0.05 -0.12 -0.75
H -0.12 -0.57 0.29
H -0.15 0.06 0.25
H 0.04 0.02 -0.02
H 0.30 -0.37 -0.05
H 0.02 0.31 0.05
H -0.03 0.04 -0.04
C -0.21 -0.04 -0.49
S 1.98 -0.21 -0.06
O -0.64 0.56 -0.46
C -0.25 0.15 0.56
H -0.27 -0.33 0.12
H 0.16 -0.22 0.06
H -0.16 0.19 0.03
H -0.15 0.16 0.24
H 0.09 0.01 -0.28
H -0.29 -0.20 0.09

Output
DFT total energy = -7003.89776 Ha
Max |F| = 1.99 eV/A
HOMO-LUMO gap = 2.26 eV
Net charge = +2
ΔE to the lowest compared entry with this formula, charge and spin = 0.0 kcal per mole

Löwdin population analysis, charges in e, atoms 1 to 99:
1 Tl 1.151
2 C -0.009
3 C -0.496
4 C 0.021
5 O 0.052
6 H 0.072
7 H 0.076
8 H 0.066
9 H 0.155
10 H 0.007
11 H 0.087
12 H 0.090
13 C -0.234
14 S 0.851
15 O -0.658
16 C -0.226
17 H 0.056
18 H 0.056
19 H 0.023
20 H 0.072
21 H 0.059
22 H 0.060
23 C -0.242
24 S 0.867
25 O -0.512
26 C -0.244
27 H 0.021
28 H 0.024
29 H 0.015
30 H 0.059
31 H 0.049
32 H 0.031
33 C -0.245
34 S 0.885
35 O -0.622
36 C -0.258
37 H 0.062
38 H 0.023
39 H 0.043
40 H 0.056
41 H 0.062
42 H 0.065
43 C -0.233
44 S 0.881
45 O -0.558
46 C -0.281
47 H 0.035
48 H 0.053
49 H 0.059
50 H 0.025
51 H 0.022
52 H 0.028
53 C -0.274
54 S 0.794
55 O -0.528
56 C -0.261
57 H 0.016
58 H 0.053
59 H 0.066
60 H 0.044
61 H 0.031
62 H 0.063
63 C -0.189
64 S 0.863
65 O -0.613
66 C -0.201
67 H 0.072
68 H 0.051
69 H 0.039
70 H 0.065
71 H 0.058
72 H 0.056
73 C -0.247
74 S 0.842
75 O -0.673
76 C -0.233
77 H 0.071
78 H 0.063
79 H -0.001
80 H 0.080
81 H 0.020
82 H 0.071
83 C -0.235
84 S 0.897
85 O -0.643
86 C -0.225
87 H 0.057
88 H 0.035
89 H 0.022
90 H 0.066
91 H 0.070
92 H 0.016
93 C -0.272
94 S 0.863
95 O -0.578
96 C -0.250
97 H 0.044
98 H 0.039
99 H 0.038